1.
Molecular formula: C3H9NO2
Method: DFT, ωB97M-V/def2-TZVPD

Calculated values
LUMO energy	0.5546	eV
F_max	4.07	eV/Å
energy above the lowest of the compared OMol25 structures with the same formula, charge and spin	61.0	kcal/mol
HOMO-LUMO gap	10.00	eV
DFT total energy	-324.87541	a.u.
E_HOMO	-9.448	eV
SMILES	CC=O.NCO

Structure (ORCA input):
```
! RIJCOSX wB97M-V def2-TZVPD def2/J DEFGRID3
* xyz 0 1
O 1.08 1.16 -1.30
C 1.60 0.05 -1.42
C 1.07 -0.94 -2.37
H 2.13 -0.29 -0.47
H 1.77 -1.16 -3.14
H 0.00 -0.88 -2.59
H 0.98 -2.00 -2.02
N -0.91 1.40 2.24
C -1.14 0.04 1.91
O -1.46 -0.16 0.49
H -0.54 1.97 1.48
H -1.75 1.95 2.49
H -0.24 -0.55 2.09
H -1.96 -0.29 2.57
H -0.63 -0.31 0.03
*
```

=====

2.
Molecular formula: C2H5N3O2
Method: DFT, ωB97M-V/def2-TZVPD

Calculated values
LUMO energy (alpha / beta)	0.1399 / 0.1402	eV
F_max	4.45	eV/Å
energy above the lowest of the compared OMol25 structures with the same formula, charge and spin	81.6	kcal/mol
HOMO-LUMO gap (alpha / beta)	8.55 / 8.55	eV
DFT total energy	-393.88924	a.u.
E_HOMO (alpha / beta)	-8.414 / -8.414	eV
SMILES	N/N=C(\O)C(N)=O

Structure (ORCA input):
```
! RIJCOSX wB97M-V def2-TZVPD def2/J DEFGRID3
* xyz 0 1
C 0.69 -0.01 0.16
C 0.81 -0.91 -1.01
N -0.77 1.20 1.40
N -0.52 -0.85 -1.59
O 1.59 0.03 1.15
N -0.48 0.66 0.19
O 1.61 -1.79 -1.21
H 1.55 0.93 1.50
H -1.45 1.96 1.32
H -1.16 0.51 2.06
H -1.00 -0.03 -1.93
H -0.88 -1.69 -2.03
*
```

=====

3.
Molecular formula: C11H11IN5O4SSbSe4Tc
Method: DFT, ωB97M-V/def2-TZVPD

Calculated values
LUMO energy	-10.9810	eV
F_max	5.11	eV/Å
energy above the lowest of the compared OMol25 structures with the same formula, charge and spin	0.0	kcal/mol
HOMO-LUMO gap	6.10	eV
DFT total energy	-11622.21192	a.u.
E_HOMO	-17.083	eV

Structure (ORCA input):
```
! RIJCOSX wB97M-V def2-TZVPD def2/J DEFGRID3
* xyz 3 1
Tc 0.54 0.66 -0.90
O -1.61 -1.78 4.07
C -0.33 -1.48 4.31
O 0.39 -1.94 5.15
C 0.23 -0.58 3.27
C 1.52 -0.09 3.36
N 1.79 0.57 2.22
N 0.78 0.41 1.31
C -0.14 -0.35 1.93
C -1.10 -0.94 0.98
O -2.00 -1.60 1.34
O -0.89 -0.64 -0.30
H -2.04 -1.40 3.36
H 2.21 -0.12 4.22
H 2.39 1.35 2.17
Se 5.27 -0.37 -5.26
Sb 4.78 -1.52 -7.42
Se 0.07 -0.40 -3.14
Se 2.28 1.95 -0.79
Se 3.79 -2.70 -5.48
N -0.44 -3.18 -1.62
C 0.73 -2.84 -1.20
N 1.46 -3.56 -0.36
S 1.62 -1.41 -1.85
H -0.92 -3.98 -1.30
H -1.01 -2.65 -2.23
H 1.10 -4.32 0.13
H 2.22 -3.15 0.19
I -1.25 2.50 -3.81
C -1.67 2.74 -1.81
C -2.60 3.73 -1.54
C -2.88 4.11 -0.24
C -2.18 3.47 0.78
C -1.26 2.57 0.44
N -0.94 2.20 -0.79
H -3.17 4.24 -2.25
H -3.49 4.95 -0.03
H -2.45 3.48 1.81
H -0.79 2.10 1.30
*
```

=====

4.
Molecular formula: C6H12NO
Method: DFT, ωB97M-V/def2-TZVPD

Calculated values
LUMO energy	-5.5319	eV
F_max	0.56	eV/Å
energy above the lowest of the compared OMol25 structures with the same formula, charge and spin	46.6	kcal/mol
HOMO-LUMO gap	6.00	eV
DFT total energy	-365.47504	a.u.
E_HOMO	-11.534	eV

Structure (ORCA input):
```
! RIJCOSX wB97M-V def2-TZVPD def2/J DEFGRID3
* xyz 1 1
C -1.74 0.90 -1.07
C -1.84 0.54 -2.34
C -1.20 2.75 0.38
N -1.17 2.17 -0.76
H -2.01 0.28 -0.23
H -1.49 1.18 -3.14
H -2.30 -0.41 -2.57
H -0.66 3.67 0.50
H -1.77 2.30 1.18
H -0.67 2.63 -1.52
C 0.23 -0.87 1.16
C 1.41 -1.45 0.43
C 2.28 -2.23 1.05
O 3.30 -2.84 0.39
H -0.71 -1.30 0.80
H 0.30 -1.07 2.23
H 0.16 0.22 1.06
H 1.60 -1.15 -0.59
H 2.18 -2.49 2.10
H 4.09 -2.84 0.94
*
```

=====

5.
Molecular formula: C4H10S
Method: DFT, ωB97M-V/def2-TZVPD

Calculated values
LUMO energy	1.0939	eV
F_max	1.83	eV/Å
energy above the lowest of the compared OMol25 structures with the same formula, charge and spin	29.0	kcal/mol
HOMO-LUMO gap	9.55	eV
DFT total energy	-556.53576	a.u.
E_HOMO	-8.458	eV
SMILES	C=C.CSC

Structure (ORCA input):
```
! RIJCOSX wB97M-V def2-TZVPD def2/J DEFGRID3
* xyz 0 1
C 0.06 1.95 -2.07
C -0.35 3.03 -1.44
H 0.85 1.28 -1.76
H -0.18 1.70 -3.11
H 0.09 3.38 -0.52
H -1.14 3.60 -1.93
C 0.62 -2.60 0.36
S 0.61 -0.79 0.53
C -0.44 -0.70 1.99
H -0.37 -2.87 0.00
H 1.39 -2.88 -0.35
H 0.79 -3.09 1.32
H 0.16 -0.99 2.86
H -1.31 -1.33 1.93
H -0.76 0.32 2.19
*
```

=====

6.
Molecular formula: C8H9NO2
Method: DFT, ωB97M-V/def2-TZVPD

Calculated values
LUMO energy	0.6768	eV
F_max	4.61	eV/Å
energy above the lowest of the compared OMol25 structures with the same formula, charge and spin	87.7	kcal/mol
HOMO-LUMO gap	8.95	eV
DFT total energy	-515.33903	a.u.
E_HOMO	-8.271	eV
SMILES	[O-][n+]1cccc(C/C=C/O)c1

Structure (ORCA input):
```
! RIJCOSX wB97M-V def2-TZVPD def2/J DEFGRID3
* xyz 0 1
C 1.87 -0.87 1.17
C 0.72 -0.99 0.46
C 2.76 0.05 0.79
C 0.36 -0.17 -0.61
C 1.36 0.73 -0.95
C -0.96 -0.33 -1.35
C -2.12 -0.50 -0.37
C -2.66 0.52 0.32
N 2.58 0.85 -0.28
O 3.42 1.67 -0.59
O -3.79 0.32 1.18
H 1.85 -1.57 1.90
H 0.02 -1.66 0.95
H 3.70 0.13 1.21
H -1.16 0.47 -2.12
H -0.80 -1.29 -1.90
H -2.46 -1.48 -0.17
H 1.27 1.48 -1.78
H -2.30 1.64 0.38
H -3.65 1.00 1.75
*
```

=====

7.
Molecular formula: C14H30NO17S4
Method: DFT, ωB97M-V/def2-TZVPD

Calculated values
LUMO energy	-2.5520	eV
F_max	3.64	eV/Å
HOMO-LUMO gap	10.72	eV
DFT total energy	-3477.63166	a.u.
E_HOMO	-13.270	eV

Structure (ORCA input):
```
! RIJCOSX wB97M-V def2-TZVPD def2/J DEFGRID3
* xyz 1 1
C -2.34 0.32 -2.18
O -2.87 0.77 -0.93
C -1.83 0.77 0.02
C -1.02 -0.58 0.11
C -1.06 -1.23 1.56
C 0.24 -2.16 1.39
C 1.30 -1.07 0.89
N 0.46 -0.28 -0.06
H -2.80 0.81 -3.06
H -1.24 0.46 -2.26
H -2.62 -0.75 -2.26
H -1.15 1.65 -0.15
H -2.31 0.92 1.01
H -1.24 -1.40 -0.59
H -2.01 -1.78 1.71
H -0.72 -0.54 2.39
H 0.27 -2.91 0.57
H 0.55 -2.70 2.31
H 2.21 -1.50 0.43
H 1.54 -0.51 1.86
H 0.75 0.68 0.15
H 0.70 -0.57 -1.02
C -0.76 -5.33 -2.48
C -2.01 -4.48 -2.37
O -1.52 -3.13 -2.27
S -0.15 -3.00 -3.13
O -0.47 -2.46 -4.40
O 0.84 -2.43 -2.28
O 0.14 -4.57 -3.30
H -0.29 -5.47 -1.51
H -0.95 -6.30 -2.94
H -2.61 -4.74 -1.50
H -2.62 -4.55 -3.27
C 5.87 -0.61 -3.18
C 5.02 -0.20 -4.37
O 4.09 -1.28 -4.54
S 3.74 -1.92 -3.11
O 2.52 -1.36 -2.64
O 3.95 -3.32 -3.17
O 4.95 -1.25 -2.27
H 6.63 -1.34 -3.46
H 6.35 0.24 -2.70
H 5.61 -0.06 -5.27
H 4.45 0.71 -4.15
C 0.32 2.18 5.83
C -0.77 1.20 5.45
O -0.11 0.20 4.68
S 1.41 0.02 5.22
O 1.43 -1.08 6.11
O 2.29 0.15 4.11
O 1.48 1.37 6.09
H 0.56 2.85 5.00
H 0.07 2.77 6.71
H -1.57 1.67 4.88
H -1.20 0.72 6.34
C -2.47 4.44 -0.27
C -3.78 4.47 0.48
O -3.51 5.21 1.66
S -2.39 6.33 1.35
O -3.04 7.56 1.09
O -1.35 6.20 2.29
O -1.89 5.73 -0.07
H -1.79 3.69 0.15
H -2.60 4.24 -1.33
H -4.14 3.47 0.72
H -4.55 5.00 -0.09
*
```

=====

8.
Molecular formula: C35H54BCaN9O7
Method: DFT, ωB97M-V/def2-TZVPD

Calculated values
LUMO energy	4.2553	eV
F_max	2.50	eV/Å
energy above the lowest of the compared OMol25 structures with the same formula, charge and spin	35.6	kcal/mol
HOMO-LUMO gap	7.25	eV
DFT total energy	-3088.44189	a.u.
E_HOMO	-2.995	eV

Structure (ORCA input):
```
! RIJCOSX wB97M-V def2-TZVPD def2/J DEFGRID3
* xyz -2 1
Ca 0.20 -0.55 -0.90
O -0.23 -2.46 -2.24
C 1.00 -3.19 -2.36
C 1.61 -3.44 -0.98
N 1.74 -2.19 -0.19
C 1.39 -2.40 1.24
C -0.13 -2.23 1.55
O -0.54 -2.80 2.56
O -0.77 -1.45 0.75
C 3.02 -1.50 -0.44
C 3.03 -0.86 -1.86
O 4.04 -0.99 -2.56
O 1.94 -0.23 -2.14
H -0.86 -3.06 -1.74
H 1.66 -2.60 -2.98
H 0.83 -4.15 -2.84
H 2.59 -3.92 -1.10
H 0.97 -4.14 -0.45
H 1.86 -1.61 1.83
H 1.72 -3.36 1.62
H 3.88 -2.15 -0.34
H 3.11 -0.66 0.26
C -4.46 1.65 0.48
C -3.44 1.32 -0.56
C -3.68 0.91 -1.84
C -2.41 0.71 -2.42
N -1.46 0.98 -1.53
N -2.09 1.38 -0.37
B -1.33 2.17 0.75
N -0.73 1.35 1.93
N 0.60 1.02 1.97
C 0.83 0.59 3.20
C -0.36 0.61 3.97
C -1.32 1.08 3.12
C -2.77 1.29 3.42
C 2.22 0.28 3.71
C 3.26 0.33 2.59
C 2.59 1.34 4.76
C 2.24 -1.10 4.40
N -0.20 2.99 0.11
N 0.83 2.38 -0.55
C 1.61 3.35 -0.98
C 1.09 4.62 -0.61
C -0.08 4.34 0.08
C -1.05 5.28 0.72
C 2.86 3.01 -1.76
C 2.48 2.36 -3.10
C 3.71 2.02 -0.94
C 3.67 4.27 -2.03
C -2.14 0.37 -3.87
C -2.84 1.44 -4.72
C -0.64 0.40 -4.19
C -2.73 -1.01 -4.21
H -5.43 1.79 -0.01
H -4.57 0.83 1.20
H -4.22 2.55 1.04
H -4.65 0.75 -2.29
H -2.14 2.94 1.22
H -0.50 0.30 5.00
H -2.91 1.30 4.50
H -3.15 2.22 3.00
H -3.37 0.47 3.01
H 3.04 1.14 1.88
H 4.26 0.49 3.01
H 3.29 -0.61 2.02
H 2.65 2.33 4.29
H 1.84 1.39 5.55
H 3.56 1.11 5.21
H 1.72 -1.85 3.80
H 3.27 -1.43 4.56
H 1.73 -1.06 5.37
H 1.49 5.60 -0.81
H -0.69 6.31 0.58
H -2.05 5.21 0.28
H -1.16 5.10 1.79
H 1.96 1.41 -2.93
H 1.84 3.03 -3.68
H 3.39 2.14 -3.69
H 3.16 1.09 -0.80
H 4.65 1.79 -1.46
H 3.94 2.44 0.05
H 3.09 4.99 -2.62
H 3.97 4.76 -1.09
H 4.58 4.01 -2.58
H -2.53 2.45 -4.41
H -2.57 1.31 -5.78
H -3.93 1.37 -4.63
H -0.20 1.37 -3.94
H -0.08 -0.37 -3.66
H -0.50 0.22 -5.26
H -3.82 -1.00 -4.12
H -2.47 -1.27 -5.25
H -2.36 -1.79 -3.54
C -1.37 -5.88 2.69
N -1.94 -5.22 1.52
C -3.09 -4.49 1.67
C -3.58 -3.71 0.69
C -2.77 -3.55 -0.52
O -3.12 -2.78 -1.42
N -1.60 -4.25 -0.62
C -1.16 -5.11 0.34
O -0.13 -5.79 0.26
H -2.02 -6.69 3.03
H -1.23 -5.16 3.50
H -0.41 -6.29 2.40
H -3.57 -4.57 2.63
H -4.47 -3.12 0.83
*
```

=====

9.
Molecular formula: C6H5ClF2O2
Method: DFT, ωB97M-V/def2-TZVPD

Calculated values
LUMO energy (alpha / beta)	0.1189 / 0.2566	eV
F_max	3.97	eV/Å
energy above the lowest of the compared OMol25 structures with the same formula, charge and spin	29.3	kcal/mol
HOMO-LUMO gap (alpha / beta)	7.17 / 7.74	eV
DFT total energy	-1041.85278	a.u.
E_HOMO (alpha / beta)	-7.051 / -7.482	eV

Structure (ORCA input):
```
! RIJCOSX wB97M-V def2-TZVPD def2/J DEFGRID3
* xyz 0 1
C -0.20 0.23 -0.58
C 0.06 -1.01 -1.33
C 1.14 -1.51 0.44
C 0.70 -0.07 0.67
C 1.45 0.66 1.54
C -1.93 0.38 -0.86
O 0.79 -1.92 -0.73
O 1.17 1.86 2.16
F -2.35 1.45 -0.21
F -2.17 0.75 -2.19
Cl -2.88 -0.97 -0.22
H 0.00 1.11 -1.20
H 0.04 -1.13 -2.47
H 1.51 -2.25 1.16
H 2.40 0.31 1.92
H 0.27 2.11 1.90
*
```

=====

10.
Molecular formula: C6H12O
Method: DFT, ωB97M-V/def2-TZVPD

Calculated values
LUMO energy	1.0229	eV
F_max	0.95	eV/Å
energy above the lowest of the compared OMol25 structures with the same formula, charge and spin	13.4	kcal/mol
HOMO-LUMO gap	10.84	eV
DFT total energy	-311.03791	a.u.
E_HOMO	-9.819	eV
SMILES	CCCCCC=O

Structure (ORCA input):
```
! RIJCOSX wB97M-V def2-TZVPD def2/J DEFGRID3
* xyz 0 1
O -3.13 -0.25 1.22
C -2.72 0.45 0.34
C -1.58 0.14 -0.60
C -0.63 -0.96 -0.11
C 0.46 -0.53 0.87
C 1.36 0.64 0.42
C 2.34 0.21 -0.66
H -3.18 1.44 0.15
H -2.05 -0.19 -1.53
H -1.05 1.08 -0.77
H -0.14 -1.40 -0.98
H -1.25 -1.75 0.33
H 1.13 -1.37 1.07
H 0.00 -0.23 1.81
H 1.89 0.97 1.31
H 0.74 1.44 0.04
H 2.93 1.03 -1.08
H 3.06 -0.51 -0.29
H 1.82 -0.21 -1.52
*
```

=====

11.
Molecular formula: C5H7BI2O2Sn
Method: DFT, ωB97M-V/def2-TZVPD

Calculated values
LUMO energy	-11.8934	eV
F_max	3.59	eV/Å
HOMO-LUMO gap	2.94	eV
DFT total energy	-1178.88589	a.u.
E_HOMO	-14.832	eV

Structure (ORCA input):
```
! RIJCOSX wB97M-V def2-TZVPD def2/J DEFGRID3
* xyz 2 1
O -1.23 1.42 -1.45
C -0.92 2.25 -0.65
I -0.33 4.20 -1.20
C -0.90 1.94 0.83
B 0.05 0.74 1.00
I 2.01 1.01 1.70
C -0.53 -0.71 0.62
C 0.13 -1.26 -0.66
C 1.72 -1.69 -0.60
O 1.17 -0.62 -1.24
H -0.59 2.79 1.43
H -1.92 1.70 1.12
H -0.38 -1.43 1.43
H -1.57 -0.66 0.33
H -0.58 -1.83 -1.32
H 1.88 -1.59 0.48
H 1.69 -2.60 -1.21
Sn 0.30 -3.65 -0.62
*
```

=====

12.
Molecular formula: C33H64O33
Method: DFT, ωB97M-V/def2-TZVPD

Calculated values
LUMO energy	0.3264	eV
F_max	3.43	eV/Å
energy above the lowest of the compared OMol25 structures with the same formula, charge and spin	38.0	kcal/mol
HOMO-LUMO gap	11.18	eV
DFT total energy	-3778.72922	a.u.
E_HOMO	-10.856	eV
SMILES	COC(=O)OC.COC(=O)OC.COC(=O)OC.COC(=O)OC.COC(=O)OC.COC(=O)OC.COC(=O)OC.COC(=O)OC.COC(=O)OC.COC(=O)OC.O=C1OCCO1

Structure (ORCA input):
```
! RIJCOSX wB97M-V def2-TZVPD def2/J DEFGRID3
* xyz 0 1
C -3.10 -2.64 -0.72
C -3.72 -4.00 -0.98
O -2.77 -4.59 -1.88
C -2.14 -3.62 -2.53
O -1.29 -3.78 -3.36
O -2.23 -2.44 -1.85
H -2.42 -2.57 0.13
H -3.85 -1.85 -0.65
H -4.74 -3.96 -1.37
H -3.70 -4.52 -0.03
C -7.83 -2.86 2.65
O -7.79 -1.82 1.67
C -7.49 -2.18 0.44
O -7.13 -3.28 0.11
O -7.47 -1.07 -0.30
C -7.11 -1.17 -1.67
H -8.42 -3.64 2.18
H -8.33 -2.56 3.56
H -6.84 -3.25 2.89
H -6.11 -1.56 -1.84
H -7.32 -0.17 -2.05
H -7.81 -1.90 -2.10
C -6.83 -10.39 -4.60
O -6.00 -11.50 -4.31
C -6.06 -12.60 -5.04
O -6.95 -12.86 -5.81
O -4.95 -13.31 -4.88
C -4.88 -14.50 -5.68
H -7.82 -10.57 -4.17
H -6.89 -10.22 -5.67
H -6.45 -9.58 -3.97
H -4.68 -14.17 -6.71
H -5.79 -15.10 -5.66
H -4.03 -15.08 -5.34
C -10.84 -0.80 -1.94
O -10.66 -2.21 -2.06
C -10.77 -2.92 -0.94
O -10.91 -2.47 0.16
O -10.84 -4.20 -1.30
C -10.69 -5.16 -0.24
H -10.02 -0.25 -1.47
H -11.72 -0.67 -1.31
H -10.94 -0.44 -2.96
H -11.51 -5.06 0.46
H -9.72 -5.03 0.23
H -10.78 -6.12 -0.75
C -4.77 -2.43 -4.68
O -5.26 -1.11 -4.60
C -4.73 -0.25 -5.46
O -4.12 -0.53 -6.46
O -5.11 0.97 -5.08
C -4.59 2.07 -5.82
H -5.11 -2.88 -5.61
H -5.12 -3.05 -3.85
H -3.68 -2.52 -4.57
H -3.51 1.89 -5.90
H -4.69 3.00 -5.27
H -4.98 2.12 -6.83
C -3.83 -7.74 -1.34
O -3.59 -8.74 -0.36
C -3.50 -8.27 0.90
O -3.17 -7.14 1.20
O -3.84 -9.23 1.72
C -3.94 -9.00 3.11
H -4.89 -7.53 -1.37
H -3.55 -8.03 -2.36
H -3.25 -6.84 -1.17
H -3.19 -9.54 3.69
H -4.97 -9.23 3.37
H -3.86 -7.96 3.44
C -6.74 -6.42 2.36
O -6.44 -5.63 3.52
C -6.20 -6.34 4.63
O -6.29 -7.54 4.73
O -5.93 -5.51 5.61
C -5.59 -5.99 6.89
H -6.83 -5.81 1.45
H -7.65 -7.00 2.46
H -5.81 -6.96 2.19
H -5.78 -5.22 7.63
H -4.57 -6.37 6.85
H -6.24 -6.81 7.23
C -10.51 -9.38 0.24
O -11.71 -8.84 -0.27
C -12.68 -8.46 0.55
O -12.64 -8.56 1.74
O -13.79 -8.09 -0.07
C -13.87 -8.19 -1.50
H -10.77 -10.11 1.02
H -9.97 -8.73 0.94
H -9.92 -9.69 -0.62
H -13.02 -7.71 -1.97
H -14.86 -7.92 -1.85
H -13.74 -9.26 -1.72
C -7.68 -7.66 -0.82
O -8.33 -6.69 -1.62
C -7.56 -5.96 -2.45
O -6.35 -6.00 -2.40
O -8.33 -5.36 -3.31
C -7.75 -4.62 -4.37
H -7.53 -8.61 -1.35
H -8.44 -8.04 -0.14
H -6.81 -7.33 -0.27
H -6.98 -5.27 -4.79
H -7.21 -3.73 -4.02
H -8.43 -4.15 -5.08
C -9.18 -0.75 -6.09
O -8.29 -1.76 -6.45
C -8.06 -2.15 -7.70
O -8.71 -1.91 -8.66
O -7.00 -2.97 -7.65
C -6.49 -3.38 -8.91
H -9.11 0.16 -6.69
H -9.04 -0.52 -5.03
H -10.21 -1.13 -6.15
H -5.85 -2.61 -9.35
H -7.24 -3.65 -9.65
H -5.92 -4.28 -8.70
C -5.52 -11.29 -0.97
O -6.54 -10.80 -0.13
C -6.72 -11.21 1.14
O -6.04 -12.00 1.74
O -7.86 -10.66 1.50
C -8.31 -10.71 2.85
H -4.53 -10.97 -0.62
H -5.56 -10.91 -1.99
H -5.52 -12.38 -1.04
H -7.76 -11.46 3.41
H -9.35 -11.04 2.88
H -8.26 -9.72 3.31
*
```

=====

13.
Molecular formula: C2H5N5O
Method: DFT, ωB97M-V/def2-TZVPD

Calculated values
LUMO energy	-0.3065	eV
F_max	6.93	eV/Å
energy above the lowest of the compared OMol25 structures with the same formula, charge and spin	129.6	kcal/mol
HOMO-LUMO gap	9.28	eV
DFT total energy	-428.01662	a.u.
E_HOMO	-9.582	eV
SMILES	[H]/N=c1/nnon1NC

Structure (ORCA input):
```
! RIJCOSX wB97M-V def2-TZVPD def2/J DEFGRID3
* xyz 0 1
C -1.17 0.87 -1.25
C 1.03 -0.84 0.59
H -0.65 1.95 -1.35
H -0.57 0.26 -1.98
H -2.24 1.11 -1.54
H -1.28 -0.76 0.02
H 1.28 -1.36 -1.28
N -1.07 0.23 0.17
N 0.18 0.25 0.60
N 1.18 0.08 2.56
N 1.49 -0.97 1.83
N 1.47 -1.68 -0.22
O 0.36 0.85 1.85
*
```